A molecular structure, C62H148N16O14Tl at a distorted geometry, computed with the ωB97M-V functional and the def2-TZVPD basis.

Each line ends with the Löwdin charge.
Atoms and positions in Å:
Tl -0.799 3.369 2.413  1.08
O 1.149 1.478 1.360  -0.04
C 1.480 1.291 0.303  -0.18
C -1.413 -1.039 1.382  0.00
O -1.936 -1.410 0.253  -0.08
H 1.921 2.107 -0.263  0.07
H 1.751 0.406 -0.189  0.06
H -0.401 -0.874 1.217  0.04
H -1.829 -1.173 2.371  0.07
C -0.561 -5.764 -3.461  -0.07
C -0.566 -4.439 -4.307  -0.24
N 0.686 -3.626 -4.348  -0.22
C 1.583 -4.216 -5.281  -0.26
C 3.090 -3.839 -4.949  -0.06
C 0.296 -2.220 -4.595  -0.22
C -0.200 -1.633 -3.262  -0.06
H -0.305 -5.528 -2.411  0.05
H 0.184 -6.472 -3.895  0.08
H -1.486 -6.309 -3.530  0.05
H -0.833 -4.741 -5.362  0.12
H -1.377 -3.794 -3.894  0.09
H 1.499 -5.324 -5.249  0.11
H 1.330 -3.906 -6.367  0.13
H 3.706 -4.185 -5.800  0.08
H 3.312 -2.772 -4.901  0.05
H 3.297 -4.352 -4.042  0.04
H -0.448 -2.090 -5.432  0.12
H 1.181 -1.744 -4.966  0.08
H 0.620 -1.367 -2.595  0.06
H -0.928 -2.281 -2.752  0.07
H -0.755 -0.738 -3.432  0.03
C -0.035 -0.409 -9.480  -0.07
C -0.121 -0.530 -7.943  -0.27
N 0.061 0.667 -7.223  -0.20
C -0.979 1.690 -7.230  -0.22
C -2.233 1.175 -6.445  -0.07
C 1.322 1.349 -7.486  -0.26
C 2.520 0.376 -7.344  -0.07
H -0.659 0.397 -9.928  0.08
H -0.319 -1.394 -9.898  0.08
H 1.000 -0.313 -9.875  0.07
H -1.095 -0.899 -7.731  0.10
H 0.673 -1.168 -7.642  0.08
H -0.548 2.597 -6.795  0.09
H -1.307 1.913 -8.282  0.12
H -2.914 1.987 -6.098  0.07
H -2.852 0.518 -7.048  0.06
H -1.879 0.700 -5.537  0.05
H 1.458 2.205 -6.830  0.07
H 1.408 1.846 -8.495  0.13
H 3.475 0.910 -7.187  0.08
H 2.613 -0.116 -8.296  0.06
H 2.347 -0.234 -6.495  0.04
C 0.605 -3.570 2.026  -0.09
C 0.266 -5.040 1.855  -0.24
N 0.682 -5.875 2.993  -0.18
C -0.149 -5.672 4.136  -0.29
C -1.582 -6.187 4.041  -0.08
C 0.848 -7.277 2.585  -0.25
C 1.350 -8.148 3.716  -0.10
H 0.035 -3.075 2.810  0.05
H 0.437 -3.103 1.052  0.06
H 1.670 -3.414 2.321  0.07
H -0.860 -5.122 1.723  0.13
H 0.789 -5.426 0.992  0.06
H 0.336 -6.076 5.035  0.11
H -0.202 -4.668 4.471  0.08
H -2.155 -5.772 3.260  0.04
H -1.567 -7.273 3.826  0.07
H -2.050 -6.050 5.021  0.08
H 1.549 -7.356 1.737  0.12
H -0.122 -7.696 2.201  0.12
H 0.579 -8.401 4.476  0.08
H 2.209 -7.706 4.251  0.08
H 1.721 -9.081 3.364  0.06
C -5.306 -1.920 3.247  -0.10
C -4.733 -0.898 2.260  -0.23
N -5.787 0.116 1.937  -0.19
C -5.289 1.153 1.144  -0.32
C -6.045 2.455 1.212  -0.05
C -7.018 -0.452 1.356  -0.24
C -8.193 -0.568 2.391  -0.07
H -6.201 -2.507 2.894  0.08
H -5.641 -1.443 4.190  0.08
H -4.560 -2.664 3.416  0.05
H -3.893 -0.406 2.747  0.07
H -4.365 -1.426 1.353  0.11
H -4.218 1.332 1.366  0.12
H -5.280 0.755 0.111  0.11
H -7.122 2.235 1.137  0.08
H -5.909 2.987 2.164  0.06
H -5.719 3.142 0.414  0.06
H -6.855 -1.442 0.864  0.12
H -7.277 0.132 0.459  0.11
H -8.105 -1.409 3.064  0.05
H -9.118 -0.787 1.804  0.08
H -8.242 0.361 2.929  0.05
C 0.090 4.162 -4.434  -0.34
O -0.900 4.784 -4.042  -0.01
N 0.449 2.926 -4.045  -0.19
C 1.758 2.392 -4.231  -0.08
C -0.428 2.269 -3.106  -0.04
H 0.885 4.625 -5.110  0.15
H 2.264 2.450 -3.227  0.10
H 2.222 2.951 -5.001  0.07
H 1.661 1.303 -4.461  0.10
H -1.441 2.257 -3.518  0.09
H -0.165 1.241 -2.925  0.07
H -0.460 2.808 -2.140  0.07
C 0.270 4.849 -0.264  -0.40
O 1.298 4.344 0.109  -0.02
N -0.246 6.024 0.211  -0.17
C -1.494 6.606 -0.342  -0.02
C 0.570 6.891 1.086  -0.05
H -0.429 4.439 -1.016  0.12
H -2.162 5.907 -0.850  0.06
H -1.257 7.357 -1.087  0.09
H -2.023 7.103 0.474  0.09
H -0.023 7.237 1.952  0.09
H 1.389 6.277 1.467  0.06
H 1.054 7.792 0.591  0.11
C 1.178 0.418 4.450  -0.31
O 0.413 1.385 4.391  -0.08
N 2.059 0.115 5.455  -0.16
C 2.871 -1.136 5.340  -0.04
C 2.062 0.841 6.721  -0.04
H 1.232 -0.252 3.551  0.13
H 2.624 -1.818 6.163  0.09
H 3.941 -0.941 5.460  0.07
H 2.768 -1.545 4.335  0.07
H 2.575 1.805 6.717  0.08
H 1.039 0.897 7.102  0.09
H 2.559 0.197 7.459  0.09
C 5.136 4.850 0.095  -0.28
O 4.522 3.809 -0.128  -0.01
N 5.708 5.660 -0.901  -0.21
C 6.263 6.948 -0.582  -0.07
C 5.917 5.190 -2.256  -0.04
H 5.306 5.320 1.086  0.12
H 7.314 6.965 -0.933  0.10
H 6.344 7.037 0.491  0.07
H 5.694 7.769 -0.993  0.09
H 6.951 5.300 -2.589  0.09
H 5.639 4.122 -2.261  0.08
H 5.338 5.776 -2.927  0.08
C -3.516 2.866 4.497  -0.29
O -2.556 3.716 4.523  -0.17
N -4.790 3.146 4.707  -0.20
C -5.713 2.084 5.076  -0.04
C -5.159 4.464 5.085  -0.04
H -3.330 1.844 4.298  0.11
H -5.303 1.163 4.604  0.09
H -6.657 2.319 4.605  0.09
H -5.786 2.060 6.167  0.09
H -6.077 4.771 4.518  0.11
H -5.488 4.450 6.151  0.11
H -4.361 5.159 4.889  0.08
C -3.824 -2.274 -1.882  -0.31
O -3.836 -1.359 -2.690  -0.01
N -4.069 -3.617 -2.104  -0.21
C -3.961 -4.544 -1.080  -0.07
C -4.350 -3.960 -3.450  -0.05
H -3.553 -2.130 -0.815  0.09
H -3.688 -4.008 -0.177  0.08
H -3.255 -5.327 -1.397  0.10
H -4.932 -4.967 -0.850  0.09
H -3.646 -4.647 -3.911  0.08
H -5.313 -4.397 -3.432  0.08
H -4.326 -3.082 -4.070  0.08
C 6.398 -2.007 1.269  -0.31
O 5.937 -1.904 0.161  0.01
N 5.971 -1.290 2.345  -0.17
C 6.500 -1.469 3.690  -0.04
C 4.872 -0.374 2.201  -0.05
H 7.103 -2.736 1.611  0.13
H 7.309 -2.193 3.557  0.09
H 5.689 -1.719 4.408  0.08
H 6.998 -0.568 4.017  0.08
H 3.851 -0.723 2.249  0.07
H 4.878 0.433 2.932  0.09
H 4.907 0.108 1.235  0.08
C -2.694 -1.396 5.774  -0.33
O -3.211 -0.925 4.761  -0.04
N -3.028 -1.102 7.018  -0.15
C -4.054 -0.124 7.450  -0.02
C -2.479 -1.886 8.171  -0.04
H -1.833 -2.111 5.639  0.15
H -3.694 0.581 8.210  0.09
H -4.880 -0.666 7.893  0.09
H -4.478 0.526 6.662  0.05
H -2.215 -1.226 8.983  0.08
H -3.146 -2.688 8.512  0.09
H -1.577 -2.445 7.843  0.09
C 6.265 -0.970 -3.358  -0.34
O 6.562 -1.434 -4.449  0.00
N 5.577 0.188 -3.228  -0.18
C 5.143 0.650 -1.923  -0.05
C 5.142 0.915 -4.437  -0.02
H 6.567 -1.342 -2.378  0.12
H 5.434 -0.069 -1.176  0.05
H 4.077 0.714 -1.922  0.06
H 5.512 1.673 -1.687  0.09
H 4.081 1.154 -4.293  0.06
H 5.832 1.755 -4.670  0.10
H 5.236 0.221 -5.293  0.08
C 1.911 -4.562 -1.319  -0.32
O 1.334 -5.567 -0.870  -0.03
N 3.023 -4.025 -0.925  -0.17
C 3.407 -2.776 -1.473  -0.06
C 3.749 -4.505 0.143  -0.05
H 1.520 -4.078 -2.232  0.12
H 3.319 -1.867 -0.894  0.07
H 2.968 -2.563 -2.450  0.08
H 4.482 -2.780 -1.649  0.08
H 4.796 -4.536 0.007  0.08
H 3.498 -3.902 1.075  0.11
H 3.530 -5.532 0.332  0.09
C 1.732 4.791 4.215  -0.28
O 0.607 5.230 3.827  -0.14
N 2.811 5.465 4.627  -0.17
C 4.005 4.709 4.935  -0.05
C 3.020 6.895 4.547  -0.02
H 1.843 3.702 4.374  0.13
H 4.700 4.587 4.117  0.09
H 3.775 3.719 5.309  0.07
H 4.566 5.092 5.770  0.09
H 2.200 7.203 3.903  0.08
H 3.037 7.425 5.532  0.12
H 3.962 7.049 4.050  0.08
C -3.076 1.666 -1.107  -0.34
O -2.106 2.043 -0.425  -0.09
N -3.923 2.488 -1.759  -0.18
C -3.839 3.903 -1.563  -0.06
C -4.892 1.942 -2.685  -0.03
H -3.295 0.585 -1.314  0.13
H -3.005 4.404 -2.058  0.07
H -3.781 4.198 -0.546  0.07
H -4.716 4.327 -2.116  0.11
H -4.712 0.868 -2.739  0.07
H -5.904 2.174 -2.428  0.08
H -4.633 2.401 -3.655  0.10

Cartesian forces (eV/Å) of the 3 atoms listed first:
-0.1 0.0 0.3
-3.5 0.4 8.5
4.5 1.3 -7.3

The value obtained for the HOMO-LUMO gap is 0.2873 Ha. The value obtained for the total energy is -123884.392 eV. As for the net charge: +1. For the molecular weight, the calculation gives 1546.35 g mol⁻¹.